C20H41BrClF3N3O8P3S2 | wB97M-V/def2-TZVPD

Cartesian coordinates (Å):
H 1.2730 3.2232 1.4341
C 3.2592 2.1946 -2.5623
C -2.8685 -0.1317 2.1903
H -4.5761 3.2957 -0.9466
N -4.2680 0.7143 -1.4182
H -3.1751 -4.6831 1.4614
H -1.2235 4.7785 -2.9996
P -2.7124 3.0050 0.4104
O -1.9484 3.7445 1.7220
H 0.6538 -0.1485 -0.5914
O 1.9637 -6.5537 0.5333
H -2.3541 4.6674 1.8885
H 0.2673 -1.9063 1.2846
Br -2.1048 2.0213 -3.8683
H -4.3256 0.6149 3.7755
H -2.8570 4.3520 -3.7952
H 3.5740 -5.0524 -2.0239
N -2.3327 2.9269 -2.2747
H -3.8445 -2.9213 0.9324
H 4.9883 -6.4666 1.2636
H -2.9028 1.9505 3.3497
H 2.6459 0.6181 -1.0315
C -1.5346 2.5637 -1.0884
F 0.3761 -2.1480 4.2797
H 3.3158 -5.0585 2.3637
C -0.0809 0.1983 -1.4722
O 4.1008 1.8742 -3.7420
C -1.6704 -2.9094 1.9227
C -0.8968 -1.6978 1.1139
H 0.7885 0.1846 -3.5733
H 0.6592 1.9440 -2.9375
S 2.5504 -5.2978 0.1153
H -0.1208 6.0324 -1.3587
H 5.8427 -4.9377 1.5356
C -0.3693 -0.8451 4.4561
H -1.9882 -2.6460 3.0149
P -2.9066 -0.1180 -1.2518
H -4.9782 0.2986 -0.7765
C 5.1312 -5.2384 -0.5079
C 0.8475 0.8526 -2.5837
H -2.4534 -3.7411 -0.0615
O -4.2908 3.4131 0.0053
P 0.0148 3.6021 -0.7142
H 3.0146 -0.0888 -2.7396
S -0.1872 0.2518 2.9735
H 4.9944 1.5614 -3.4101
H 3.7451 -3.6626 1.3252
H 5.3508 -4.1904 -0.7452
C 5.0049 -5.4008 1.0061
H 5.9474 -5.8446 -0.9132
C 3.7911 -5.6351 -1.1251
H -1.0609 -1.9668 -0.0391
H -0.4692 -0.8480 -1.9061
O -1.1441 0.9062 0.6443
O 1.7461 -4.1693 -0.3092
Cl -0.4064 -4.3138 2.0538
H 2.4261 3.1610 -0.0563
H 3.9946 2.4276 -1.6694
N -3.0431 5.3726 -1.9184
F -1.7325 -1.0437 4.9871
C -1.3395 0.9225 -0.7799
O -0.3024 1.7808 3.3539
H 1.3746 1.6441 0.4107
H -3.6588 -0.9653 1.8643
C -1.3465 -0.1813 1.4970
C 3.6801 -4.7534 1.3813
H -1.2898 5.7310 0.0899
H -2.4861 6.2460 -1.7887
H -3.1848 -1.2007 -0.3489
C 1.3537 2.8074 0.3173
H 3.7575 -6.7033 -1.3564
C -2.9025 -3.6044 1.0292
C 2.4696 0.7938 -2.1745
F 0.3880 -0.1588 5.5732
H -2.5882 -0.7238 -2.5392
C -3.3681 0.9026 3.1221
H 2.5365 3.1015 -2.7316
H 0.6683 5.7959 0.3394
C -0.2337 5.4168 -0.3437
O 1.3225 0.1173 2.5219
H -3.9850 5.5972 -2.3372
C -2.3053 4.3485 -2.7322

Calculated total energy (hartree): -6706.4258
Strongest force on any atom (eV/A): 10.37
LUMO energy (hartree): -0.0020
Spin multiplicity: 1
Kohn-Sham gap (eV): 6.02


C20H41BrIN3Si2 | wB97M-V/def2-TZVPD

Cartesian coordinates (Å):
C 3.9145 -2.9665 0.5502
H -5.7640 0.1168 -4.5986
H 6.0652 -2.3307 0.8046
C -1.1811 -3.4090 0.4358
H 4.8412 -0.9452 0.4042
C -2.1289 0.3801 -1.8727
H 5.2688 0.2752 3.9279
H 1.6280 -1.9124 -0.8124
C 3.9898 0.9342 2.1956
H 5.3663 5.1055 -1.3459
H -2.1065 -2.8510 2.4457
H -4.4822 -0.4836 -3.5498
C 3.6286 2.7551 0.0987
H -7.6393 0.0474 -2.0050
C -6.7911 2.7615 -3.2936
H -2.6495 -0.5114 -2.2280
H 4.3254 -4.0244 0.7099
C -3.9161 0.3144 0.6003
H 6.2171 0.2838 2.2921
C -6.7501 0.3586 -1.4463
N -4.4433 2.2808 -1.6100
H 6.6675 2.4804 2.1059
C -0.0772 -2.2688 0.6989
H -1.3044 2.1768 0.6494
Si -5.6646 1.4591 -2.5150
N 3.9101 3.7843 -0.7916
C 5.0166 -1.9030 1.0285
H -2.9376 -4.2981 1.5152
H -4.6461 0.8527 1.2099
H 3.2426 1.2734 3.0083
H -2.6685 3.3030 0.7930
C 6.0456 3.8795 0.2737
Br 1.8201 1.9336 -0.1499
I 8.0127 4.8675 0.2302
C -2.0983 2.6870 0.0925
H -4.3954 -0.5754 0.1861
H 3.3892 0.2082 1.5239
H -7.5780 2.2768 -3.8809
C 4.9773 -1.5344 2.5905
H 2.2094 -3.5912 1.8672
C -4.9626 0.4255 -3.9190
H -7.2663 3.3722 -2.5221
H -1.2787 -4.4875 2.4306
H -7.0846 0.8899 -0.5517
H -4.2325 0.9966 -4.4977
H -0.7084 -4.3877 0.0574
N 5.1221 4.3388 -0.6957
H -0.3870 -1.2442 0.2981
C -1.9478 -3.7845 1.8075
Si -3.2201 1.4210 -0.7496
H 2.3463 -1.7167 1.6831
H -1.6317 3.3427 -0.6482
H -1.9059 -3.0730 -0.3965
H -1.2384 0.0422 -1.3283
C 2.4390 -2.7268 1.1357
H 3.8287 -2.8467 -0.5975
H 5.9090 -2.0210 3.0696
H -6.2258 -0.5486 -1.1384
C 1.3164 -2.6923 -0.0374
C 5.2036 0.0629 2.8007
H 1.2678 -3.7349 -0.5018
H -3.1118 -0.0273 1.2617
C 4.4489 2.1207 1.2502
C 5.8808 2.8001 1.3455
H 4.0755 -1.9287 3.1618
H 0.0661 -2.1579 1.8395
H -6.2223 3.4167 -3.9580
H -1.7944 0.9581 -2.7379

Calculated total energy (hartree): -4401.3515
Strongest force on any atom (eV/A): 5.67
LUMO energy (hartree): -0.1313
Spin multiplicity: 1
Kohn-Sham gap (eV): 1.50


C20H41Cl3F3N5O7 | wB97M-V/def2-TZVPD

Cartesian coordinates (Å):
H -11.7455 -28.6371 9.1825
H -15.3809 -33.3541 17.3888
H -17.5224 -34.0839 17.7051
H -16.3161 -30.4426 5.4259
H -14.2430 -31.0264 5.2531
H -15.0473 -34.5045 6.1017
H -18.2391 -32.4889 17.2530
H -10.1926 -25.8080 10.3834
O -16.1226 -28.2307 8.6087
Cl -20.1605 -26.7674 3.6609
C -9.8636 -27.6150 13.0174
N -15.5190 -32.4572 5.5783
N -6.4654 -32.3666 10.0589
H -4.7261 -31.6568 10.8901
H -14.6508 -37.4569 12.5697
H -10.7969 -24.5517 12.8316
N -13.8986 -28.3340 8.9056
F -15.2856 -28.0737 16.1171
O -15.8417 -31.5182 16.6045
C -15.8534 -33.7928 5.9236
H -14.4945 -26.6769 7.6714
H -5.9981 -30.4816 10.7851
C -5.8595 -33.6558 9.7769
H -8.7483 -26.7048 10.6689
N -14.2871 -35.5357 11.6309
C -7.6945 -32.1204 9.5803
H -10.4954 -27.6809 13.9167
H -16.1635 -32.1930 18.5617
H -12.7662 -29.2398 10.4327
H -16.0432 -36.5979 12.0679
F -16.4020 -29.3123 14.7967
C -15.4736 -29.2934 15.6507
H -17.4452 -31.7232 5.8757
C -17.4165 -33.1864 17.0956
H -14.3551 -33.6021 10.8694
H -12.7202 -30.1324 8.8911
C -15.1599 -28.7347 9.1686
O -13.2310 -32.8293 5.7558
O -16.4937 -29.7040 17.7785
Cl -17.8622 -25.4688 4.7893
O -12.7155 -35.0076 10.0920
F -14.3676 -29.7423 15.1139
C -11.1529 -25.5805 12.7765
C -5.7960 -31.5201 11.0472
O -9.1725 -28.5267 12.6002
H -17.5575 -33.4391 16.0448
C -12.6962 -29.1437 9.3493
H -15.1310 -33.8897 12.4599
H -6.1553 -31.7752 12.0442
H -12.9401 -26.4430 8.5313
C -14.9423 -34.2989 11.4674
H -15.1777 -29.5417 9.9173
C -16.5765 -31.4881 5.2608
H -13.0536 -27.5529 7.1954
C -13.6007 -27.1681 8.0560
C -9.4050 -25.9616 11.1211
H -12.6602 -36.6903 11.3025
H -19.7968 -24.5392 3.8019
H -12.0219 -25.5581 12.1189
H -16.1801 -33.7773 6.9634
C -15.9277 -30.1939 16.8098
C -13.1670 -35.7720 10.9678
N -10.0065 -26.4589 12.3667
H -8.0855 -31.1956 10.0320
H -6.1008 -34.4110 10.5249
Cl -18.5131 -25.0140 1.9313
H -6.1703 -34.0371 8.8041
H -4.7787 -33.5536 9.6796
H -16.5470 -34.3672 5.3096
H -15.1726 -36.1081 13.5458
C -15.0610 -36.4485 12.5164
C -19.1259 -25.3515 3.5222
H -15.9475 -34.3926 11.0565
H -16.9265 -31.5378 4.2297
H -11.5622 -25.7191 13.7771
C -14.2182 -32.0910 5.5330
H -8.8927 -25.0044 11.2183
C -16.0717 -32.5223 17.5267
O -8.3791 -32.8617 8.8676

Calculated total energy (hartree): -3267.2036
Strongest force on any atom (eV/A): 4.07
LUMO energy (hartree): 0.0102
Spin multiplicity: 1
Kohn-Sham gap (eV): 9.19


C20H41ErN2P3S | wB97M-V/def2-TZVPD

Cartesian coordinates (Å):
C -1.8682 -3.9071 -6.8585
C 1.8952 0.1146 -2.0523
C 3.6632 1.0219 1.5533
H 3.6578 1.4079 0.5251
H -1.7175 2.8696 3.7939
H 1.8554 1.3922 4.8185
C 2.5589 0.9370 4.1063
H -0.8348 4.1173 1.2155
C -1.6065 -2.7001 -6.2008
H 1.2592 3.4635 3.1139
C -1.7144 3.6061 0.7998
H 0.7297 3.5154 -0.8144
H -0.6663 -3.0419 2.9602
H -1.1450 -3.1936 5.6461
C -0.1312 -2.3351 0.0595
H 4.4010 1.5628 2.1631
H -0.2997 -2.3121 -1.0241
C -0.9523 -2.3383 5.0313
C -0.6168 -0.2167 4.4812
H -4.1753 2.2376 0.9261
H 1.9708 3.5581 1.4742
C 2.0752 3.1064 2.4700
C -0.7916 1.2090 -2.1410
H 1.9894 0.5437 -3.0584
H -1.5146 1.9419 -1.7619
H -2.6238 4.1589 1.0784
H 3.9135 -0.0467 1.5295
C -3.4552 1.4208 0.7743
C 1.1389 -2.2445 0.6223
Er -0.0215 -0.1374 1.2581
H 2.0449 -2.0869 0.0275
C -0.4969 -2.6098 -5.3388
H -1.0029 -0.7398 6.4777
P 0.6927 1.0932 -1.0827
H -1.6320 3.5517 -0.2943
H 2.8795 0.1339 -1.5640
H -0.4873 0.8468 4.5606
H 1.3568 -2.6525 1.6192
H -3.3164 3.1563 3.0272
N -0.8810 -1.0278 5.5079
C -0.9883 -4.9890 -6.7274
H 3.0455 3.3826 2.9133
H 3.5630 1.3711 4.2383
N -0.5266 -0.9261 3.3394
C -0.7224 -2.2687 3.7011
H 1.5649 -0.9284 -2.1503
H -0.4643 1.5239 -3.1391
H -0.9616 -2.8265 0.5840
S -0.2088 -1.3005 -4.2480
H -2.2396 -1.8234 -6.3351
H -3.3260 1.2241 -0.2989
P -1.8724 1.9391 1.5397
C 0.2080 -4.8352 -6.0123
H -1.2227 -5.9484 -7.1900
H -1.3742 -0.6038 -4.1025
H -3.8190 0.5109 1.2718
H -2.9158 1.5355 3.7038
C 1.3865 2.7655 -1.2772
H 2.5903 -0.1457 4.2874
H 2.3974 2.8334 -0.8504
C -2.5150 2.4189 3.1862
H -1.2953 0.2371 -2.2245
H 1.4305 -3.4666 -4.8614
H 0.9274 -5.6496 -5.9479
H 1.4423 2.9546 -2.3587
C 0.4807 -3.6296 -5.3701
H -2.7616 -4.0055 -7.4766
P 2.0464 1.2742 2.3757

Calculated total energy (hartree): -3332.4612
Strongest force on any atom (eV/A): 1.98
LUMO energy (spin up / spin down) (hartree): -0.3009 / -0.4246
Total charge: +3
Spin multiplicity: 4
Kohn-Sham gap (spin up / spin down) (eV): 6.64 / 4.92


The highest strongest force on any atom belongs to which entry?
C20H41BrClF3N3O8P3S2


Among the records above, which one has the highest calculated total energy?
C20H41Cl3F3N5O7


Which of these has the highest strongest force on any atom?
C20H41BrClF3N3O8P3S2


The highest strongest force on any atom belongs to which entry?
C20H41BrClF3N3O8P3S2